(1)
The following is a DFT calculation (the ωB97M-V functional and the def2-TZVPD basis) of C24H29CsN6O6S2 as an isolated structure.

Values from the calculation:
- frontier orbital gap (eV) = 5.3912
- net charge = -2
- HOMO energy (eV) = -1.653
- energy relative to the best compared isomer or geometry (same formula, charge and spin) (kJ/mol) = 70.2
- calculated total energy (Eh) = -2528.566587

Cartesian coordinates (Å):
Cs -1.59278 1.35903 -0.93977
N -0.12521 1.75713 2.72133
C -0.59302 3.15096 2.62976
C -1.78696 3.26865 1.66023
O -2.49017 2.20587 1.52773
N -1.92328 4.44194 1.12909
C -3.11581 4.69426 0.33869
C -2.95319 4.70904 -1.20507
O -3.64468 5.54071 -1.83048
O -2.18546 3.84119 -1.71156
H 0.02356 1.51178 3.69169
H -0.92308 1.19931 2.40669
H -0.94151 3.52557 3.60214
H 0.20001 3.81486 2.28655
H -3.90325 3.95159 0.54217
H -3.51130 5.67728 0.60519
O -0.38404 -1.60040 -6.58631
C 0.23687 -2.36242 -5.67718
C 0.88296 -3.52048 -6.12261
C 1.54203 -4.35106 -5.23434
C 1.56947 -4.04620 -3.87762
C 0.92951 -2.89815 -3.43650
C 0.26201 -2.04118 -4.30422
C -0.39505 -0.81331 -3.71644
O -0.31305 -0.61417 -2.48533
N -1.00491 -0.05604 -4.62770
N -1.71260 1.01461 -4.10083
C -2.03964 1.90176 -4.94278
S -1.60653 1.77608 -6.67779
C -2.36030 3.36020 -7.13216
C -3.53154 3.59796 -6.19745
S -2.94221 3.35891 -4.49948
H -0.78123 -0.82343 -6.05823
H 0.85051 -3.74157 -7.18270
H 2.03723 -5.24264 -5.60375
H 2.08064 -4.69351 -3.17583
H 0.92390 -2.62863 -2.38782
H -2.67161 3.29309 -8.17674
H -1.62607 4.15971 -7.02733
H -4.34976 2.91145 -6.42599
H -3.89859 4.62338 -6.25966
C 0.11273 -0.47566 5.84355
C 1.48951 -0.40867 5.20023
N 2.19190 -1.68910 5.22926
C 2.66084 -2.15949 6.52703
C 1.97713 -3.44744 6.96475
C 2.69170 -2.32539 4.13063
O 3.53220 -3.21138 4.23834
C 2.19131 -1.90732 2.78638
C 3.09362 -1.71835 1.74804
C 2.60676 -1.35736 0.50760
C 1.23337 -1.21537 0.33702
N 0.35637 -1.44474 1.31291
C 0.83742 -1.77264 2.50533
H -0.34639 0.51345 5.85868
H 0.17486 -0.83294 6.87411
H -0.54745 -1.14305 5.28927
H 2.10568 0.32584 5.73103
H 1.41414 -0.06636 4.17013
H 2.46681 -1.36418 7.24858
H 3.74029 -2.31463 6.47526
H 0.89770 -3.30667 7.03785
H 2.35154 -3.76575 7.94011
H 2.17811 -4.23825 6.24365
H 4.15304 -1.85399 1.92754
H 3.26928 -1.17569 -0.32809
H 0.83277 -0.90625 -0.62205
H 0.10285 -1.95177 3.28528


(2)
The following is a DFT calculation (the ωB97M-V functional and the def2-TZVPD basis) of a 2-piece molecular cluster, C24H29N2O5 overall.

Values from the calculation:
- frontier orbital gap (eV) = 4.1153
- net charge = -1
- HOMO energy (eV) = -3.446
- calculated total energy (Eh) = -1417.591645

Cartesian coordinates (Å):
C 0.88600 0.84691 1.30589
C 2.00754 -0.19285 1.23131
O 1.35897 -1.42945 1.06588
C 0.00579 -1.18235 1.08668
O -0.84620 -2.04971 0.98350
N -0.29659 0.13063 1.24622
H 0.90479 1.42374 2.24088
H 0.91166 1.54925 0.46065
H 2.68732 -0.05341 0.37897
H 2.60877 -0.25574 2.14910
C -1.04717 -0.36313 8.71537
C -2.07621 -0.74787 7.63667
C -1.45074 -1.78861 6.69153
C -3.31676 -1.36356 8.31015
C -2.49699 0.51106 6.87671
C -2.31991 0.65466 5.54454
C -2.72012 1.84135 4.84815
C -2.56237 1.94817 3.48941
C -2.89807 3.13582 2.71869
C -2.52801 4.41605 3.15393
C -2.91561 5.53444 2.46428
C -3.68988 5.41143 1.32527
N -4.14236 6.60641 0.62184
O -4.85104 6.46449 -0.38530
O -3.80348 7.71428 1.06157
C -4.04908 4.15814 0.86728
C -3.64732 3.03233 1.54106
C -3.35275 2.88173 5.60761
C -3.55486 2.79944 6.93594
C -4.21166 3.92782 7.73699
C -5.48573 3.39390 8.41594
C -4.58704 5.11731 6.83024
C -3.22152 4.40694 8.81335
C -3.11837 1.59518 7.64200
O -3.27234 1.49474 8.85072
H -1.48043 0.34445 9.42146
H -0.71595 -1.23547 9.27703
H -0.17164 0.10643 8.26919
H -2.16326 -2.08945 5.92397
H -0.56586 -1.38270 6.20249
H -1.15020 -2.68218 7.23659
H -4.07481 -1.61938 7.57094
H -3.06178 -2.26746 8.86183
H -3.76145 -0.65766 9.01093
H -1.86451 -0.12467 4.96274
H -2.19772 1.09162 2.94774
H -1.91892 4.51091 4.03431
H -2.63301 6.52081 2.79285
H -4.66354 4.08879 -0.01532
H -3.94794 2.05751 1.20309
H -3.70109 3.74458 5.07518
H -5.24237 2.57372 9.09108
H -5.97881 4.17310 8.99644
H -6.19395 3.02133 7.67651
H -3.70884 5.51413 6.32252
H -5.31314 4.81743 6.07572
H -5.02831 5.92879 7.40607
H -2.29421 4.75573 8.35950
H -3.64065 5.21978 9.40525
H -2.97484 3.58940 9.49061


(3)
The following is a DFT calculation (the ωB97M-V functional and the def2-TZVPD basis) of one molecule with the formula C24H29N3O7S.

Values from the calculation:
- frontier orbital gap (eV) = 8.5573
- net charge = 0
- HOMO energy (eV) = -8.001
- SMILES string = CCOC(=O)[C@@H]1CCC/C1=N\NC(=O)CN(c1cc(OC)ccc1OC)S(=O)(=O)c1ccccc1
- energy relative to the best compared isomer or geometry (same formula, charge and spin) (kJ/mol) = 247.7
- calculated total energy (Eh) = -2021.041873

Cartesian coordinates (Å):
C 2.11605 -1.45280 4.85967
C 1.61522 -0.48030 5.91779
O 0.63144 0.39424 5.36018
C -0.61262 -0.05283 5.26539
O -1.04078 -1.04788 5.78786
C -1.41390 0.86325 4.34527
C -2.92530 0.77539 4.55691
C -3.37035 -0.36793 3.64253
C -2.47738 -0.23513 2.40835
C -1.18384 0.29206 2.96611
N -0.01418 0.25887 2.48569
N 0.20473 -0.28600 1.26131
C 1.45590 -0.53173 0.81607
O 2.47769 -0.35083 1.44153
C 1.45404 -1.09390 -0.61952
N 0.65693 -0.34876 -1.56969
C 1.07219 0.92268 -1.99826
C 1.86621 1.73664 -1.20238
C 2.24100 3.00443 -1.63484
O 3.01466 3.85858 -0.91600
C 3.45789 3.45321 0.36103
C 1.79774 3.45510 -2.87472
C 1.01790 2.64256 -3.67495
C 0.66205 1.36707 -3.26123
O -0.04578 0.46839 -4.02245
C -0.77161 0.97145 -5.12058
S -0.95209 -0.77164 -1.78073
O -1.27060 -1.66286 -0.68443
O -1.77038 0.39701 -1.88658
C -1.06433 -1.79342 -3.24680
C 0.01156 -2.55339 -3.65727
C -0.13666 -3.39546 -4.74753
C -1.35538 -3.47484 -5.40307
C -2.43011 -2.71199 -4.97529
C -2.28519 -1.86502 -3.88761
H 2.96696 -2.00889 5.24259
H 1.32636 -2.15255 4.59612
H 2.41103 -0.90898 3.96479
H 1.18020 -1.01624 6.76836
H 2.41648 0.17698 6.26051
H -1.00130 1.86838 4.43419
H -3.17170 0.57864 5.59896
H -3.39416 1.71249 4.25347
H -4.43063 -0.31673 3.40012
H -3.16992 -1.31831 4.13736
H -2.35237 -1.17610 1.87036
H -2.88376 0.49833 1.70469
H -0.57976 -0.63568 0.70741
H 1.04127 -2.10469 -0.57936
H 2.49062 -1.13446 -0.96801
H 2.18556 1.38053 -0.24046
H 4.04427 4.28719 0.74305
H 4.08860 2.56129 0.30554
H 2.61965 3.25862 1.03622
H 2.07623 4.44402 -3.19974
H 0.69896 3.01181 -4.63597
H -1.36954 0.13691 -5.48501
H -0.10327 1.31071 -5.91868
H -1.43115 1.78798 -4.81561
H 0.95430 -2.47250 -3.14099
H 0.69827 -3.99100 -5.08429
H -1.46736 -4.13387 -6.25093
H -3.37883 -2.77545 -5.48647
H -3.09773 -1.25263 -3.53003


| no. | LUMO level (eV) |
| --- | --- |
| 1 | 3.7 |
| 2 | 0.7 |
| 3 | 0.6 |